Entry 1:
Below is a molecular structure, C36H24AsBrF4MgPS, with properties calculated with wB97M-V/def2-TZVPD.

Atoms and positions in Å:
Br (4.4469, 0.8763, -0.6580)
As (-0.9914, 1.7114, -0.1812)
S (1.8121, 3.2656, -1.5321)
P (1.9144, -0.9566, 0.5642)
Mg (1.6000, 1.6556, 0.1111)
F (7.5401, -2.7954, 1.0985)
F (5.5342, -4.2844, 2.1015)
F (3.0272, -3.4889, 1.8888)
F (7.0260, -0.4764, -0.1301)
C (3.6535, -1.4919, 0.7787)
C (1.8337, -0.9209, 3.3436)
C (0.0871, 5.2131, -2.2753)
C (-2.2320, 4.0444, -1.3292)
C (4.7138, -0.7500, 0.2606)
C (3.9722, -2.6948, 1.3931)
C (5.2714, -3.1360, 1.5096)
C (-1.9339, -0.8215, -1.2183)
C (-3.5463, 2.7808, 2.9110)
C (-1.7809, -0.0970, -3.8943)
C (0.7028, -4.0118, -2.6226)
C (0.7960, -3.4223, -0.2872)
C (-4.8837, 1.4482, 1.4182)
C (-0.2364, -1.5139, 2.2630)
C (0.1760, 3.9831, -1.6191)
C (1.1217, -1.2116, 2.1795)
C (6.2992, -2.3769, 0.9961)
C (-2.3046, 5.2503, -1.9988)
C (-1.0072, 3.4044, -1.1333)
C (-2.2621, -1.3502, -3.5390)
C (6.0188, -1.1826, 0.3655)
C (-2.4487, 2.5996, 2.0841)
C (-4.7648, 2.2002, 2.5792)
C (-2.3350, -1.7156, -2.1991)
C (1.2115, -2.7669, -2.9673)
C (-1.3949, 0.8105, -2.9121)
C (-0.1480, -1.2912, 4.6581)
C (-1.4863, 0.4537, -1.5709)
C (1.5041, -1.8455, -1.9751)
C (0.4879, -4.3339, -1.2884)
C (-2.5698, 1.8451, 0.9189)
C (-3.7862, 1.2666, 0.5832)
C (1.2020, -0.9691, 4.5783)
C (-1.1349, 5.8374, -2.4669)
C (-0.8669, -1.5577, 3.5012)
C (1.3151, -2.1782, -0.6323)
H (-0.6381, -1.3357, 5.6237)
H (-2.5804, -2.0462, -4.3071)
H (0.4663, -4.7313, -3.3961)
H (-3.1376, 3.5941, -0.9511)
H (0.0877, -5.3050, -1.0205)
H (-3.8961, 0.7050, -0.3314)
H (1.8863, -0.8686, -2.2450)
H (-1.9973, -1.1066, -0.1770)
H (-1.9221, -1.8032, 3.5600)
H (2.8895, -0.6756, 3.2925)
H (0.9989, 5.6723, -2.6388)
H (-2.6987, -2.6980, -1.9187)
H (-1.5055, 3.0582, 2.3389)
H (-3.4523, 3.3763, 3.8120)
H (-3.2631, 5.7311, -2.1494)
H (0.6588, -3.6985, 0.7506)
H (-1.1723, 6.7907, -2.9818)
H (-1.0356, 1.7921, -3.1932)
H (-5.6240, 2.3376, 3.2262)
H (1.3718, -2.5101, -4.0066)
H (-5.8378, 1.0057, 1.1520)
H (-0.8035, -1.7199, 1.3636)
H (-1.7131, 0.1857, -4.9397)
H (1.7645, -0.7550, 5.4813)

E = -205036.8225 eV
LUMO level = -3.402 eV
charge = +1



Entry 2:
Below is a molecular structure, C36H25F10N3O6PSW, with properties calculated with wB97M-V/def2-TZVPD.

Atoms and positions in Å:
W (0.4215, -1.3023, 0.8713)
S (1.2798, -2.6450, 3.0874)
P (-0.2920, 0.9509, -0.6632)
F (-4.2140, -3.5325, 2.8664)
F (-1.6533, -3.1312, 2.2595)
F (0.7082, 1.3842, 1.9607)
F (1.2454, 3.1311, 3.8641)
F (-5.4025, -2.7497, -1.6112)
F (-2.8583, -2.3409, -2.2317)
F (4.9727, -0.5913, 2.6069)
F (3.6889, 3.0728, 5.1328)
F (-6.1314, -3.3354, 0.9447)
F (5.4767, 1.1681, 4.3974)
O (-2.4365, -0.0307, 3.0979)
O (0.5416, -3.4979, 3.9338)
O (0.4992, -1.2850, 2.8447)
O (2.6573, -2.3840, 3.3375)
O (1.0912, -3.0473, 1.5703)
O (-1.2465, -0.4890, 1.2563)
N (-0.7904, -2.3737, -0.3202)
N (1.6956, -2.1114, -0.8918)
N (2.3420, -0.5787, 1.0942)
C (4.2922, 1.2261, 3.8046)
C (2.8827, 3.6679, -2.5946)
C (3.9936, 0.2928, 2.8208)
C (-1.5829, 0.5929, -1.9047)
C (3.0515, -2.3742, -0.3765)
C (-2.1528, -2.6380, 0.0124)
C (2.7583, 0.2847, 2.1455)
C (-0.3625, -3.1271, -1.5111)
C (-2.5847, 2.6987, 2.3441)
C (-4.4862, -2.8285, -0.6513)
C (2.1609, 2.1830, -0.8504)
C (-3.8853, -3.2125, 1.6257)
C (1.8151, -1.1807, -2.0356)
C (3.4985, -1.1717, 0.3971)
C (-1.8999, 0.3636, 2.1143)
C (1.6604, 3.5100, -3.2320)
C (1.9014, 1.2902, 2.5776)
C (-3.6061, 0.1745, -3.7901)
C (-1.8885, 1.7577, 1.5994)
C (-4.8606, -3.1237, 0.6479)
C (3.3884, 2.1968, 4.1903)
C (-3.9290, 0.4693, -2.4751)
C (-2.2740, 0.0821, -4.1659)
C (-3.1575, -2.6048, -0.9563)
C (3.1300, 3.0086, -1.3983)
C (-2.5608, -2.9847, 1.2991)
C (2.1628, 2.2220, 3.5560)
C (-1.2313, 3.4655, 0.0544)
C (-2.9273, 0.6780, -1.5388)
C (0.9318, 2.0106, -1.4902)
C (1.0994, -3.3872, -1.3382)
C (-2.6130, 4.0254, 1.9457)
C (-1.1953, 2.1300, 0.4361)
C (-1.2703, 0.2860, -3.2318)
C (-1.9342, 4.4046, 0.8005)
C (0.6860, 2.6879, -2.6840)
H (3.7202, -2.5933, -1.2125)
H (-1.9417, 5.4374, 0.4788)
H (2.3625, 1.6737, 0.0842)
H (-3.1551, 4.7558, 2.5301)
H (2.2306, -0.2340, -1.7050)
H (4.2160, -1.5301, 1.1228)
H (0.8394, -1.0135, -2.4751)
H (-0.2431, 0.2726, -3.5700)
H (3.6392, 4.3094, -3.0261)
H (-3.2050, 0.9346, -0.5249)
H (1.2647, -4.1235, -0.5547)
H (4.0765, 3.1384, -0.8902)
H (1.4587, 4.0343, -4.1566)
H (2.4737, -1.6215, -2.7878)
H (-0.7048, 3.7961, -0.8290)
H (-0.9157, -4.0626, -1.5861)
H (-4.9654, 0.5476, -2.1739)
H (1.5804, -3.7235, -2.2596)
H (3.0085, -3.2420, 0.2747)
H (-4.3885, 0.0221, -4.5211)
H (-0.5703, -2.5481, -2.4119)
H (-2.0117, -0.1334, -5.1933)
H (-0.2693, 2.5935, -3.1816)
H (3.9906, -0.4156, -0.2238)
H (-3.0964, 2.3689, 3.2382)

E = -103611.4527 eV
LUMO level = -4.895 eV
charge = +1



Number 1: HOMO energy -0.38747 Ha, Kohn-Sham gap 7.1419 eV, largest force on an atom 0.013 hartree/bohr. Number 2: HOMO energy -0.41597 Ha, Kohn-Sham gap 6.4240 eV, largest force on an atom 0.020 hartree/bohr.